Here is a cluster of 5 separate species, C31H63N4O12S6 in total from the OMol25 dataset. Energies are from wB97M-V/def2-TZVPD.

```
116
Properties=species:S:1:pos:R:3:mulliken_charge:R:1
C -2.12746 -3.53577 0.75821 -1.1073
C -2.35396 -4.67458 -0.24382 -0.7968
N -1.34075 -4.59734 -1.31200 0.4598
C -0.14212 -5.37243 -0.95019 -0.3505
C 0.86975 -5.53652 -2.06678 -1.4072
C -1.89150 -4.97199 -2.56522 -0.0443
S -2.54695 -6.39163 -2.93746 -0.1279
S -1.77691 -3.69461 -3.80786 -0.1974
C -2.40423 -2.28048 -2.87250 0.0131
C -1.45220 -1.06671 -2.88875 -0.3609
C -1.96911 0.06558 -3.78259 -1.9158
C -1.41320 1.47412 -3.47489 1.9180
C -0.13710 1.82832 -4.28200 -1.7251
C 0.92061 2.47581 -3.41956 0.7188
C 0.92888 3.86629 -3.25863 -0.4336
C 1.86792 4.46275 -2.42748 -0.7675
C 2.80384 3.67847 -1.75349 1.0438
C 3.80508 4.30505 -0.81466 -1.4297
C 2.81926 2.29077 -1.94219 -0.9458
C 1.88076 1.69304 -2.77413 -0.4967
C -2.57207 2.48061 -3.69102 -1.4108
N -3.30076 2.46178 -2.38336 -0.0222
C -2.46992 1.87820 -1.49610 -0.2636
N -2.78751 1.46237 -0.24179 -0.1847
N -1.25492 1.74512 -2.01871 0.0058
H -1.74945 -2.67680 0.20673 0.1042
H -1.35981 -3.81535 1.47341 0.2236
H -3.04905 -3.25899 1.25904 0.4142
H -3.35179 -4.56537 -0.66009 0.5316
H -2.32628 -5.64283 0.25784 0.4356
H -0.38750 -6.34051 -0.50571 0.3848
H 0.35308 -4.80661 -0.16168 0.1899
H 1.66472 -6.17216 -1.68383 0.4443
H 0.47742 -6.03100 -2.94784 0.3804
H 1.33916 -4.58658 -2.30174 0.2944
H -3.39509 -2.01082 -3.22949 0.5406
H -2.52590 -2.59919 -1.84344 -0.4181
H -0.47712 -1.39064 -3.24024 0.4960
H -1.32274 -0.76031 -1.85102 0.0801
H -3.05313 0.09216 -3.67800 0.4723
H -1.74910 -0.16428 -4.82126 0.4970
H -0.41262 2.51484 -5.07721 0.4895
H 0.26702 0.91438 -4.70437 0.5431
H 0.19022 4.45683 -3.78053 0.3886
H 1.86060 5.53552 -2.30977 0.4501
H 4.58000 3.59296 -0.55598 0.3306
H 4.18993 5.24745 -1.17970 0.3433
H 3.26548 4.51177 0.11010 0.2892
H 3.54539 1.67538 -1.43481 0.4039
H 1.85116 0.62434 -2.93726 0.4648
H -2.13847 3.47027 -3.80590 0.4303
H -3.26918 2.24340 -4.48126 0.3559
H -4.19153 1.98273 -2.47111 0.3720
H -2.35611 1.92372 0.54084 0.2660
H -3.38652 0.67765 -0.06126 0.2049
H -0.73999 1.06564 -1.46789 0.4372
O -2.70401 -9.12911 1.83468 -0.6657
S -3.69839 -8.24211 2.35266 1.2344
O -3.31808 -7.09470 3.12121 -0.6196
O -4.77637 -9.08463 3.15053 -0.2470
C -4.31471 -9.94050 4.22316 -0.3512
C -3.90988 -9.16802 5.46196 -0.9695
C -4.75687 -7.71914 1.04617 -0.6138
H -3.50189 -10.57046 3.85964 0.3334
H -5.15708 -10.59084 4.44676 0.2729
H -3.03554 -8.54627 5.27668 0.2903
H -3.66889 -9.86116 6.26760 0.3869
H -4.71758 -8.51187 5.78569 0.2637
H -5.06769 -8.58877 0.47443 0.3405
H -4.18036 -7.04067 0.42128 0.0300
H -5.61172 -7.20306 1.47505 0.3272
O 3.56810 -2.08355 1.90205 -0.6415
S 4.01582 -3.10765 2.79886 1.2231
O 4.54618 -4.32886 2.28135 -0.6027
O 2.83722 -3.43342 3.81644 -0.2671
C 1.56226 -3.80230 3.25469 -0.3967
C 1.54495 -5.20958 2.69138 -0.9584
C 5.14568 -2.43549 3.96556 -0.9501
H 1.27441 -3.06525 2.50151 0.3313
H 0.85176 -3.72369 4.07513 0.2993
H 2.21160 -5.30427 1.83509 0.3029
H 0.53565 -5.46976 2.36761 0.3022
H 1.87117 -5.92916 3.44110 0.3589
H 4.72879 -1.52060 4.37659 0.3167
H 6.06766 -2.22772 3.42733 0.3777
H 5.32256 -3.17312 4.74330 0.3227
O -6.44121 5.59893 0.90729 -0.6412
S -5.08225 5.27766 1.20307 1.2026
O -4.72841 4.68526 2.45529 -0.6166
O -4.17415 6.54443 0.93396 -0.2561
C -4.51119 7.78139 1.61558 -0.3625
C -4.15673 7.75811 3.08768 -0.9902
C -4.42508 4.26305 -0.08052 -0.9918
H -5.56739 8.00313 1.45987 0.3533
H -3.93699 8.54962 1.10333 0.2583
H -4.75585 7.03001 3.63190 0.3117
H -4.33592 8.73936 3.52572 0.3868
H -3.10902 7.49193 3.22647 0.2676
H -4.65577 4.69982 -1.04735 0.3783
H -4.89893 3.29114 0.02443 0.4340
H -3.35364 4.18263 0.06882 0.2428
O 5.93255 6.78923 -0.62166 -0.6601
S 7.32965 6.49470 -0.49004 1.2503
O 7.84848 5.96059 0.72912 -0.6268
O 8.16246 7.77429 -0.91084 -0.2647
C 7.89253 9.02068 -0.22640 -0.3312
C 8.44342 9.04973 1.18465 -0.9766
C 7.83396 5.45509 -1.81706 -0.9758
H 6.81977 9.21835 -0.24263 0.3110
H 8.37470 9.78463 -0.83184 0.2707
H 7.94085 8.32653 1.82469 0.2978
H 8.30305 10.04059 1.61624 0.3870
H 9.50570 8.80735 1.18628 0.2675
H 7.46138 5.86569 -2.75130 0.3140
H 7.40247 4.47396 -1.63137 0.3576
H 8.91859 5.39397 -1.81848 0.3595
```

Results
* molecular weight: 876.263 g/mol
* HOMO energy: -10.50 eV
* charge: +1

***

Here is a structure of composition C31H64B3F2OPV from the OMol25 dataset. Energies are from wB97M-V/def2-TZVPD.

```
103
Properties=species:S:1:pos:R:3:lowdin_spin:R:1
V 0.13038 2.97578 1.26607 2.7407
C -0.36355 0.47678 -3.70468 0.0003
C -0.05017 -0.99680 -3.62425 0.0000
C 1.04819 -1.48387 -2.62840 0.0003
C 0.68653 -1.05384 -1.19268 0.0033
P 1.60613 -1.86086 0.10629 0.0010
C 3.42667 -1.65871 -0.00605 0.0002
C 4.25797 -2.84352 0.54460 0.0000
C 5.78028 -2.48299 0.69266 0.0000
C 6.52507 -2.40710 -0.65840 0.0000
C 0.90942 -1.33698 1.66565 0.0049
C 1.43028 -2.01109 2.96523 0.0004
C 1.21372 -1.16069 4.21503 0.0003
C 1.19943 -2.02910 5.48508 0.0000
C 1.28848 -3.66936 -0.00269 0.0002
C -0.20146 -4.04580 0.11582 0.0000
C -0.47726 -5.50387 0.54207 0.0000
C 0.03339 -6.60733 -0.43618 0.0000
H 0.49391 0.96029 -4.18088 0.0000
H -0.53743 1.06424 -2.80342 0.0005
H -1.17479 0.62108 -4.41838 0.0000
H 0.11714 -1.37768 -4.63077 0.0000
H -0.93655 -1.46507 -3.18825 0.0000
H 2.05532 -1.23396 -2.96402 0.0000
H 0.99094 -2.57298 -2.68300 0.0001
H -0.37139 -1.20596 -0.96481 0.0002
H 0.73230 0.03109 -1.06909 0.0061
H 3.71147 -0.70750 0.44803 0.0004
H 3.64184 -1.46814 -1.05928 0.0000
H 4.11064 -3.71986 -0.08881 0.0000
H 3.93468 -3.21738 1.51678 0.0000
H 6.22462 -3.29737 1.26656 0.0000
H 5.86431 -1.60071 1.32799 0.0000
H 6.42976 -3.40451 -1.08946 0.0000
H 7.58308 -2.17708 -0.54332 0.0000
H 6.06141 -1.69847 -1.34477 0.0000
H -0.17993 -1.34831 1.59785 0.0005
H 1.10695 -0.26381 1.70789 0.0080
H 2.44965 -2.39255 2.89899 0.0000
H 0.84445 -2.90106 3.20994 0.0001
H 0.30332 -0.56049 4.19556 0.0002
H 2.02269 -0.43305 4.30541 0.0001
H 1.05916 -1.41075 6.37077 0.0000
H 2.15996 -2.53285 5.59993 0.0000
H 0.38613 -2.74676 5.37309 0.0000
H 1.80969 -4.15322 0.82475 0.0000
H 1.71541 -4.04357 -0.93422 0.0000
H -0.74029 -3.82059 -0.80607 0.0000
H -0.67562 -3.44512 0.89389 0.0000
H -1.53058 -5.58094 0.80656 0.0000
H 0.06714 -5.72757 1.46219 0.0000
H -0.13009 -6.36778 -1.48928 0.0000
H -0.46231 -7.57229 -0.32994 0.0000
H 1.10642 -6.77741 -0.34343 0.0000
B 0.23829 5.13827 0.68937 0.0547
H 0.35891 6.18471 0.33849 0.0017
H -0.50656 5.11586 1.50261 0.0148
H -0.16852 4.44926 -0.06511 0.0078
H 1.18411 4.71219 1.05931 0.0105
B 0.42317 3.02730 3.49474 0.0445
H 0.79479 3.21814 4.52406 0.0026
H -0.45731 3.59952 3.16875 0.0098
H 1.23910 3.39656 2.85795 0.0084
H 0.24708 1.93378 3.34832 0.0053
B -1.62652 1.79177 0.80079 0.0413
H -1.02032 2.01912 -0.08659 0.0103
H -2.61526 1.40269 0.47480 0.0006
H -1.10328 1.06425 1.44301 0.0113
H -1.79772 2.74309 1.32326 0.0003
C -0.44492 6.25498 -3.00257 0.0005
C 0.76228 5.34514 -3.01085 0.0005
O 1.90228 5.82266 -3.01465 0.0005
C 0.55568 3.89140 -2.95846 0.0021
H -0.47684 7.00982 -3.78831 0.0000
H -0.38041 6.83803 -2.08286 0.0002
H -1.35005 5.65174 -3.04556 0.0000
H 1.43510 3.30209 -2.69287 0.0012
H 0.22810 3.39485 -3.87324 0.0000
H -0.13591 3.63994 -2.15180 0.0014
F -4.30400 3.09552 -4.85253 0.0000
C -4.15175 4.01482 -3.85148 0.0000
C -3.95045 3.48929 -2.59193 0.0000
C -3.71287 4.30065 -1.48389 0.0001
C -3.68639 5.69183 -1.67663 0.0000
C -3.94775 6.23953 -2.91701 0.0000
C -4.19196 5.40409 -4.02893 0.0000
H -4.03865 2.42736 -2.40740 0.0000
H -3.52737 3.79563 -0.54705 0.0001
H -3.64662 6.36362 -0.83036 0.0000
H -3.99210 7.29502 -3.14377 0.0000
H -4.25175 5.77848 -5.04132 0.0000
F -3.68449 -5.37270 1.96911 0.0000
C -3.47097 -4.05277 1.95881 0.0001
C -3.44216 -3.31274 0.77378 0.0000
C -3.14301 -1.95936 0.81197 0.0001
C -3.00153 -1.33929 2.04932 0.0005
C -3.02490 -2.06346 3.21519 0.0001
C -3.22882 -3.43325 3.18458 0.0000
H -3.49454 -3.76740 -0.20629 0.0000
H -3.12036 -1.38404 -0.10270 0.0000
H -2.84143 -0.27077 2.01003 0.0004
H -2.81999 -1.59067 4.16558 0.0000
H -3.29833 -4.04911 4.07015 0.0000
```

Results
* molecular weight: 605.202 g/mol
* ΔE to the lowest compared entry with this formula, charge and spin: 0.00 kJ/mol
* HOMO energy (alpha / beta): -7.16 / -8.83 eV
* expectation value of S²: 3.76
* 2S+1: 4